# 1
Here is C28H38N5O4PtSSb2 as an isolated structure from OMol25. Energies are from the ωB97M-V functional and the def2-TZVPD basis.

Last column: Mulliken spin population.
Geometry (Å):
Pt (0.053, 0.133, 0.421)  0.960
N (2.943, 0.772, 3.677)  0.094
C (2.191, 0.539, 2.597)  -0.037
S (0.494, 0.407, 2.783)  0.306
N (2.905, 0.431, 1.461)  0.274
N (2.213, 0.249, 0.357)  0.286
C (2.959, -0.038, -0.707)  -0.077
C (2.546, -0.235, -2.026)  0.119
C (3.590, -0.612, -2.935)  -0.098
C (3.366, -0.798, -4.256)  0.106
C (2.054, -0.602, -4.781)  0.005
C (1.025, -0.245, -3.977)  0.042
C (1.196, -0.063, -2.560)  0.138
O (0.181, 0.249, -1.877)  0.225
H (2.532, 0.776, 4.594)  0.001
H (3.945, 0.767, 3.577)  -0.005
H (4.020, -0.145, -0.495)  0.013
H (4.584, -0.748, -2.528)  -0.003
H (4.171, -1.087, -4.916)  0.004
H (1.882, -0.741, -5.841)  0.000
H (0.025, -0.096, -4.361)  0.000
C (-4.695, -0.441, -0.093)  0.134
Sb (-2.660, -0.299, 0.555)  0.117
C (-2.861, -1.379, 2.378)  0.006
C (-3.412, 2.144, 2.250)  0.616
C (-3.730, 3.074, 1.252)  -0.092
C (-5.044, 3.077, 0.707)  0.169
C (-5.419, 3.967, -0.267)  -0.077
C (-4.496, 4.906, -0.732)  0.200
C (-3.210, 4.934, -0.210)  -0.101
C (-2.795, 4.041, 0.767)  0.170
C (-1.395, 4.103, 1.274)  0.047
Sb (-0.088, 2.826, 0.116)  0.230
C (1.778, 3.702, 0.637)  0.007
C (-0.381, 3.689, -1.806)  0.050
H (-5.334, -0.537, 0.782)  -0.002
H (-4.754, -1.344, -0.698)  0.001
H (-4.986, 0.426, -0.680)  -0.009
H (-3.381, -0.792, 3.129)  0.002
H (-1.872, -1.642, 2.749)  -0.004
H (-3.434, -2.282, 2.171)  0.004
H (-2.461, 2.143, 2.765)  0.028
H (-4.206, 1.551, 2.682)  -0.015
H (-5.758, 2.360, 1.092)  0.005
H (-6.426, 3.953, -0.661)  0.000
H (-4.784, 5.622, -1.489)  0.010
H (-2.511, 5.682, -0.566)  0.002
H (-1.300, 3.818, 2.320)  -0.003
H (-0.986, 5.106, 1.157)  0.010
H (1.727, 4.783, 0.516)  0.003
H (2.558, 3.301, -0.008)  -0.001
H (2.019, 3.463, 1.672)  -0.002
H (-0.195, 4.761, -1.757)  0.006
H (-1.398, 3.506, -2.143)  0.002
H (0.314, 3.225, -2.503)  -0.001
C (-0.683, -3.230, -3.179)  0.001
C (-1.607, -4.115, -2.354)  -0.002
C (-1.234, -4.161, -0.857)  0.008
C (-2.290, -4.968, -0.071)  0.000
C (-1.967, -5.120, 1.410)  0.001
C (0.091, -4.882, -0.714)  0.000
O (0.269, -5.994, -1.140)  0.000
N (1.077, -4.209, -0.031)  0.001
C (1.031, -2.905, 0.429)  -0.010
O (1.979, -2.426, 0.999)  0.007
N (-0.138, -2.169, 0.201)  0.148
C (-1.189, -2.745, -0.327)  -0.039
O (-2.302, -2.117, -0.442)  0.012
H (-0.967, -3.255, -4.230)  0.001
H (0.356, -3.561, -3.114)  0.001
H (-0.731, -2.189, -2.851)  0.002
H (-1.575, -5.145, -2.710)  0.000
H (-2.637, -3.767, -2.430)  0.000
H (-2.350, -5.948, -0.546)  0.000
H (-3.253, -4.475, -0.211)  0.000
H (-1.083, -5.740, 1.563)  0.000
H (-2.794, -5.595, 1.937)  0.000
H (-1.786, -4.153, 1.889)  0.000
H (1.951, -4.696, 0.120)  0.000

Energy relative to the best compared isomer or geometry (same formula, charge and spin), eV: 0.000
2S+1: 5
Orbital gap (alpha / beta), eV: 6.64 / 5.89
Energy, eV: -72444.14888
⟨S²⟩: 6.107
Total charge: +1
HOMO (alpha / beta), eV: -9.33 / -10.76

---

# 2
Here is a 2-piece molecular cluster, C7H12O overall from OMol25. Energies are from the ωB97M-V functional and the def2-TZVPD basis.

Last column: Löwdin charge in e.
Geometry (Å):
C (2.067, 1.613, 0.736)  -0.212
C (1.138, 1.830, 1.707)  0.019
C (1.951, 0.606, -0.359)  -0.165
C (0.378, 0.042, -0.508)  -0.055
C (0.162, -1.271, -0.633)  -0.219
C (-0.987, -1.956, -0.936)  -0.228
C (-2.096, -1.573, -1.673)  0.028
H (3.082, 2.047, 0.811)  0.097
H (1.404, 2.649, 2.394)  0.062
H (0.344, 1.179, 1.786)  0.002
H (2.602, -0.268, -0.226)  0.101
H (2.182, 1.206, -1.282)  0.113
H (-0.434, 0.778, -0.854)  0.132
H (0.924, -1.978, -0.486)  0.090
H (-0.945, -3.030, -0.572)  0.116
H (-2.274, -0.522, -2.020)  0.069
H (-2.938, -2.239, -1.931)  0.051
H (-1.605, -0.224, 1.251)  0.041
H (-2.834, 0.512, 1.726)  0.046
O (-2.121, 0.600, 1.071)  -0.086

Energy relative to the best compared isomer or geometry (same formula, charge and spin), eV: 3.005
Orbital gap, eV: 9.22
Energy, eV: -9497.81370
SMILES: C=C/C=C/CC=C.O
Total charge: 0
HOMO, eV: -8.56

---

| no. | strongest force on any atom (Eh/bohr) |
| --- | --- |
| 1 | 0.012 |
| 2 | 0.127 |